The following is a DFT calculation (ωB97M-V/def2-TZVPD) of the molecule C24H26N2O5.

Calculated values
charge = 0
electronic energy = -38522.68397 eV
molecular weight = 422.48 g mol⁻¹
LUMO energy = -0.899 eV
HOMO energy = -7.58 eV
gap between HOMO and LUMO = 6.68 eV
SMILES = CCOC(=O)[C@H](C(=O)c1ccc([N+](=O)[O-])cc1)[C@@H](/C=C/N1CCCC1)c1ccccc1
relative energy (zero: lowest compared OMol25 entry of this formula, charge and spin) = 6.9325 eV
spin multiplicity = 1

Atoms and positions in Å:
1 C 1.5799 -3.5485 2.2951
2 C 1.0432 -3.2447 0.9333
3 O 0.2272 -2.0504 1.0543
4 C -0.0603 -1.5957 -0.1881
5 O 0.5161 -2.0325 -1.1757
6 C -1.1242 -0.5056 -0.2457
7 C -1.7200 -0.3902 -1.7548
8 O -2.3566 0.6065 -2.0713
9 C -1.6577 -1.4762 -2.7918
10 C -2.0486 -2.8157 -2.6321
11 C -2.1894 -3.6531 -3.7411
12 C -1.8683 -3.1679 -5.0287
13 N -1.8373 -4.0587 -6.1505
14 O -1.5287 -3.6007 -7.2766
15 O -2.1076 -5.2689 -5.9694
16 C -1.5313 -1.8107 -5.2093
17 C -1.4244 -0.9956 -4.0947
18 C -0.7366 0.7102 0.5707
19 C 0.7418 1.1651 0.9200
20 C 1.5006 0.7350 2.0015
21 N 2.3781 1.4463 2.7640
22 C 2.5644 2.9091 2.8120
23 C 3.6495 3.1861 3.8976
24 C 4.1892 1.8146 4.3372
25 C 3.2579 0.7633 3.7203
26 C -1.5317 1.9535 0.1246
27 C -2.8590 2.0828 0.5433
28 C -3.6651 3.0910 0.0155
29 C -3.1262 4.0399 -0.8671
30 C -1.7778 3.9488 -1.2359
31 C -0.9734 2.9208 -0.7174
32 H 2.1556 -4.4748 2.2467
33 H 2.2489 -2.7467 2.6305
34 H 0.7792 -3.6676 3.0330
35 H 1.8438 -3.0437 0.2137
36 H 0.3927 -4.0411 0.5401
37 H -2.0179 -0.9828 0.1923
38 H -2.2882 -3.2073 -1.6470
39 H -2.5314 -4.6861 -3.6528
40 H -1.3618 -1.4252 -6.2135
41 H -1.1913 0.0569 -4.2332
42 H -1.0940 0.4518 1.5876
43 H 1.0154 2.1282 0.4733
44 H 1.3860 -0.3066 2.3553
45 H 1.6313 3.4406 3.0765
46 H 2.9167 3.3163 1.8471
47 H 3.2050 3.7074 4.7567
48 H 4.4579 3.8218 3.5082
49 H 5.2141 1.6754 3.9757
50 H 4.2118 1.7202 5.4261
51 H 3.8315 -0.0227 3.2162
52 H 2.6535 0.2819 4.5017
53 H -3.2266 1.3837 1.3002
54 H -4.7197 3.1151 0.2880
55 H -3.7787 4.7891 -1.3291
56 H -1.3486 4.6599 -1.9524
57 H 0.0913 2.8983 -0.9804

Forces on atoms 1 to 6 (eV/Å):
0.17 -0.11 0.43
0.12 0.00 0.23
-0.41 -0.07 -1.12
0.94 0.01 -1.19
-1.00 0.71 1.03
-0.36 -2.09 -2.17

The following is a DFT calculation (ωB97M-V/def2-TZVPD) of a structure of composition C24H26N4SiV.

Calculated values
charge = +1
electronic energy = -64826.09677 eV
molecular weight = 449.53 g mol⁻¹
LUMO energy (alpha / beta) = -3.888 / -3.910 eV
⟨S²⟩ = 2.034
HOMO energy (alpha / beta) = -8.43 / -8.46 eV
gap between HOMO and LUMO (alpha / beta) = 4.55 / 4.55 eV
relative energy (zero: lowest compared OMol25 entry of this formula, charge and spin) = 2.1809 eV
spin multiplicity = 3

Atoms and positions in Å:
1 C 1.1771 -1.0123 0.5735
2 C 0.4082 -2.2166 0.6214
3 C 0.4933 -2.8357 -0.6699
4 H -0.0648 -2.6377 1.5043
5 C 1.2781 -1.9899 -1.5252
6 C 1.6971 -0.8657 -0.7449
7 H 2.4220 -0.1121 -1.0612
8 H 1.4333 -0.3879 1.4239
9 H 0.0722 -3.7968 -0.9493
10 H 1.5881 -2.2023 -2.5458
11 V -0.4945 -0.9665 -0.8892
12 C -4.4734 0.4947 -0.0801
13 H -3.6754 1.1477 0.2865
14 H -5.1058 1.0475 -0.7845
15 H -5.0625 0.1683 0.7906
16 Si -3.5799 -1.1921 -0.8147
17 C -5.2769 -2.0425 -0.4234
18 C -5.4820 -3.0732 0.4995
19 H -4.6389 -3.4856 1.0590
20 C -6.7756 -3.5902 0.7058
21 H -6.9146 -4.4114 1.4117
22 C -7.8769 -3.0612 0.0229
23 H -8.8877 -3.4339 0.2079
24 C -7.6706 -2.0348 -0.9059
25 H -8.4917 -1.5986 -1.4757
26 C -6.3809 -1.5332 -1.1225
27 H -6.2489 -0.7056 -1.8288
28 C -3.1794 -2.4522 -2.2183
29 C -4.0484 -3.4771 -2.6394
30 H -5.1167 -3.4077 -2.4138
31 C -3.5770 -4.6065 -3.3166
32 H -4.2758 -5.4116 -3.5430
33 C -2.2275 -4.6971 -3.6852
34 H -1.8421 -5.5782 -4.1992
35 C -1.3701 -3.6386 -3.3756
36 H -0.3091 -3.6708 -3.6461
37 C -1.8555 -2.5153 -2.6918
38 H -1.1934 -1.6242 -2.6559
39 H -2.4405 -1.4034 0.1411
40 H -3.5287 0.0724 -1.7438
41 N -0.4779 3.0457 -0.2484
42 C -0.6815 2.8261 1.1130
43 C -0.8496 1.4798 1.2654
44 N -0.7384 0.8796 0.0189
45 C -0.5207 1.8412 -0.8897
46 C -0.2315 1.4836 -2.2556
47 N -0.1788 0.2009 -2.6337
48 C 0.2330 0.1678 -3.9624
49 C 0.4655 1.4495 -4.3744
50 N 0.1703 2.2750 -3.2905
51 H -0.3279 3.9465 -0.6931
52 H -0.6599 3.6283 1.8244
53 H -1.0356 0.8881 2.1518
54 H 0.2947 -0.7541 -4.5204
55 H 0.8076 1.8289 -5.3202
56 H 0.1933 3.2906 -3.2382

Forces on atoms 1 to 6 (eV/Å):
0.60 -1.04 -0.15
1.08 -0.47 -0.08
0.96 -0.33 0.46
-0.04 0.18 -0.30
0.55 -0.61 1.10
0.60 -0.83 0.43

The following is a DFT calculation (ωB97M-V/def2-TZVPD) of a structure of composition C24H27AlF6NO2P2.

Calculated values
charge = +1
electronic energy = -72387.68376 eV
molecular weight = 564.40 g mol⁻¹
LUMO energy = -3.123 eV
HOMO energy = -10.78 eV
gap between HOMO and LUMO = 7.66 eV
spin multiplicity = 1

Atoms and positions in Å:
1 C -1.3864 3.2875 -3.0872
2 C -1.2373 1.9906 -2.5032
3 C 0.0759 1.4966 -2.3029
4 C 1.1905 2.3911 -2.1931
5 C 0.9889 3.7748 -2.4018
6 C -0.2658 4.1362 -3.0397
7 C 2.3534 1.7152 -1.5774
8 C 2.6632 0.3616 -2.1096
9 C 1.4432 -0.3932 -2.2870
10 C 1.4682 -1.7981 -2.4587
11 C 2.6760 -2.3717 -2.8548
12 C 3.8771 -1.6092 -2.6994
13 C 3.8846 -0.3017 -2.1756
14 H -2.3759 3.6267 -3.4379
15 H 1.8257 4.4930 -2.1500
16 H -0.3493 5.1277 -3.4348
17 H 3.2096 2.3581 -1.5240
18 H 2.7249 -3.4588 -3.1566
19 H 4.8242 -2.0408 -2.9253
20 H 4.8386 0.2987 -1.8774
21 N 0.3029 0.2286 -1.7007
22 Al 0.0251 -0.0767 0.2193
23 C -2.3701 1.1427 -1.9800
24 H -2.3203 0.0975 -2.4141
25 H -3.3780 1.5630 -2.1384
26 C 0.2282 -2.5233 -2.0082
27 H -0.6990 -2.0197 -2.4349
28 H 0.2518 -3.6206 -2.1978
29 P -2.1096 0.9244 -0.1725
30 P 0.1489 -2.3167 -0.2016
31 C 1.5121 -3.1036 0.6411
32 H 1.4379 -2.8435 1.7316
33 H 1.3121 -4.1842 0.4707
34 H 2.4554 -2.7589 0.1884
35 C -1.4145 -3.0596 0.3193
36 H -1.2958 -4.1227 -0.0014
37 H -1.4916 -2.9936 1.4370
38 H -2.2820 -2.5741 -0.1839
39 C -2.0814 2.4871 0.6813
40 H -3.1132 2.8838 0.7404
41 H -1.7153 2.3356 1.7193
42 H -1.4332 3.1907 0.1524
43 C -3.5064 -0.0562 0.4797
44 H -3.3542 -0.2520 1.5720
45 H -4.4256 0.5663 0.3190
46 H -3.5852 -1.0209 -0.0800
47 C 2.2557 -0.0872 1.1201
48 O 3.3839 0.0843 1.2901
49 H 1.7829 1.6033 -0.5688
50 C -1.9444 -0.3563 3.8426
51 C -0.5374 -0.1784 3.3438
52 O -0.4269 -0.1343 1.9581
53 C 0.0210 1.1877 3.9020
54 F 0.0661 1.1572 5.2693
55 F 1.3065 1.4114 3.4417
56 F -0.7558 2.2426 3.5262
57 C 0.3243 -1.3816 3.8820
58 F 0.4553 -1.3593 5.2657
59 F -0.2585 -2.5823 3.5372
60 F 1.6187 -1.3684 3.3697
61 H -2.4866 0.5720 3.6400
62 H -1.9659 -0.5866 4.9346
63 H -2.3669 -1.2018 3.2840

Forces on atoms 1 to 6 (eV/Å):
0.92 -0.64 1.16
0.82 0.18 -0.70
-0.40 1.62 1.47
-1.70 0.93 -1.37
-0.35 -1.05 -1.08
0.86 -0.47 0.97

The following is a DFT calculation (ωB97M-V/def2-TZVPD) of a structure of composition C24H27BCl3GeN9PtS2.

Calculated values
charge = +3
electronic energy = -158395.45229 eV
molecular weight = 890.54 g mol⁻¹
LUMO energy (alpha / beta) = -9.978 / -11.180 eV
⟨S²⟩ = 0.754
HOMO energy (alpha / beta) = -16.62 / -16.62 eV
gap between HOMO and LUMO (alpha / beta) = 6.64 / 5.44 eV
relative energy (zero: lowest compared OMol25 entry of this formula, charge and spin) = 1.2541 eV
spin multiplicity = 2

Atoms and positions in Å:
1 Pt 0.2104 -0.2061 0.3376
2 C 1.6928 2.4513 -0.3993
3 N 0.6382 1.5917 -1.0028
4 C -0.6950 2.2413 -1.0769
5 C -1.2637 2.2038 0.3012
6 N -0.9060 1.2429 1.1435
7 C -1.4414 1.5502 2.4063
8 C -1.2681 1.0023 3.6774
9 C -1.9446 1.6081 4.7151
10 C -2.7622 2.7349 4.5186
11 C -2.8924 3.3186 3.2781
12 C -2.2002 2.7109 2.2356
13 N -2.0541 3.0892 0.9013
14 C 2.2808 1.7933 0.8148
15 N 1.8091 0.6659 1.3149
16 C 2.6689 0.2587 2.3378
17 C 2.6563 -0.8667 3.1579
18 C 3.6744 -0.9661 4.0832
19 C 4.6700 0.0203 4.1975
20 C 4.6898 1.1348 3.3851
21 C 3.6671 1.2265 2.4474
22 N 3.3875 2.1752 1.4621
23 H 1.2818 3.4314 -0.1489
24 H 2.4875 2.6144 -1.1286
25 H 0.9129 1.2954 -1.9346
26 H -1.3158 1.6773 -1.7751
27 H -0.6263 3.2689 -1.4410
28 H -0.6174 0.1618 3.8576
29 H -1.8351 1.2112 5.7152
30 H -3.2746 3.1687 5.3660
31 H -3.4796 4.2145 3.1280
32 H -2.4453 3.9167 0.4735
33 H 1.8954 -1.6314 3.0699
34 H 3.7137 -1.8249 4.7390
35 H 5.4427 -0.1005 4.9441
36 H 5.4574 1.8909 3.4781
37 H 3.9291 3.0054 1.2700
38 C -0.3069 -1.3246 -4.3107
39 N -0.2346 -2.4508 -3.3847
40 C 0.1631 -3.7090 -3.7391
41 C 0.0454 -4.4850 -2.6291
42 N -0.4403 -3.7117 -1.6118
43 B -0.6512 -4.3137 -0.1637
44 N -1.9365 -3.6539 0.4343
45 C -3.2102 -4.0667 0.2082
46 C -4.0515 -3.2478 0.9078
47 N -3.2725 -2.3401 1.5566
48 C -3.7780 -1.2809 2.4248
49 C -1.9786 -2.5966 1.2590
50 S -0.6054 -1.7653 1.8823
51 C -0.6066 -2.4725 -2.0793
52 S -1.2719 -1.0459 -1.3278
53 H 0.3099 -1.5569 -5.1740
54 H 0.0698 -0.4274 -3.8270
55 H -1.3324 -1.1609 -4.6358
56 H 0.4726 -3.9526 -4.7408
57 H 0.2500 -5.5315 -2.4853
58 H -0.8292 -5.4875 -0.2751
59 H 0.3005 -4.0362 0.5075
60 H -3.4343 -4.9208 -0.4072
61 H -5.1228 -3.2642 1.0115
62 H -4.8034 -1.5196 2.6910
63 H -3.7541 -0.3273 1.8997
64 H -3.1753 -1.2227 3.3257
65 Cl 4.2932 -2.9027 -2.7143
66 Ge 3.8167 -1.2120 -1.5690
67 Cl 3.2203 0.4396 -2.8130
68 Cl 1.8906 -1.8379 -0.5255

Forces on atoms 1 to 6 (eV/Å):
0.86 -0.44 -0.83
0.08 0.04 0.04
-0.14 -0.13 0.25
-0.02 0.14 -0.08
-0.04 -0.02 -0.02
-0.35 -0.04 -0.37

The following is a DFT calculation (ωB97M-V/def2-TZVPD) of the molecule C24H27FO6.

Calculated values
charge = 0
electronic energy = -40327.30139 eV
molecular weight = 430.47 g mol⁻¹
LUMO energy = 0.636 eV
HOMO energy = -7.83 eV
gap between HOMO and LUMO = 8.47 eV
SMILES = CCOC(=O)C(F)(C(=O)OCC)[C@H](/C=C/c1ccc(OC)cc1)c1ccc(OC)cc1
spin multiplicity = 1

Atoms and positions in Å:
1 C 0.0573 -1.4996 5.0265
2 C -1.2047 -1.2034 4.2750
3 O -1.4100 -2.3133 3.3505
4 C -2.6506 -2.2643 2.8542
5 O -3.4244 -1.3617 3.1292
6 C -3.0612 -3.4841 2.0237
7 F -2.0186 -4.4065 1.8909
8 C -3.3281 -2.8425 0.6497
9 O -4.0075 -1.8464 0.4778
10 O -2.7710 -3.5140 -0.3728
11 C -3.2211 -2.9706 -1.6442
12 C -2.4978 -3.7028 -2.7314
13 C -4.2543 -4.1014 2.6623
14 C -3.8113 -4.8645 3.8928
15 C -3.3379 -4.3401 5.0421
16 C -2.9206 -5.1746 6.1564
17 C -2.6663 -4.6057 7.4281
18 C -2.2238 -5.3696 8.4829
19 C -2.0088 -6.7628 8.3075
20 O -1.4436 -7.4330 9.3447
21 C -1.1066 -8.8300 9.1935
22 C -2.3442 -7.3704 7.0723
23 C -2.7810 -6.5767 6.0222
24 C -4.9993 -4.9003 1.6041
25 C -5.8508 -4.2123 0.7286
26 C -6.4636 -4.8594 -0.3195
27 C -6.2556 -6.2491 -0.4846
28 O -6.7185 -6.8009 -1.6371
29 C -6.5261 -8.2185 -1.8283
30 C -5.5196 -6.9715 0.4782
31 C -4.8273 -6.2749 1.4615
32 H 0.2420 -0.6904 5.7371
33 H -0.0300 -2.4360 5.5893
34 H 0.9096 -1.5658 4.3450
35 H -2.0607 -1.1358 4.9577
36 H -1.1421 -0.2735 3.6929
37 H -4.3088 -3.1085 -1.7264
38 H -2.9988 -1.8965 -1.6726
39 H -2.8514 -3.3268 -3.6938
40 H -1.4236 -3.5173 -2.6730
41 H -2.6805 -4.7795 -2.6970
42 H -4.8999 -3.2668 2.9655
43 H -3.9421 -5.9439 3.8376
44 H -3.3141 -3.2586 5.2099
45 H -2.8411 -3.5376 7.5691
46 H -2.0059 -4.9420 9.4609
47 H -0.6081 -9.0808 10.1306
48 H -2.0116 -9.4416 9.0766
49 H -0.4230 -8.9951 8.3490
50 H -2.2395 -8.4499 6.9410
51 H -3.0148 -7.0641 5.0773
52 H -6.0258 -3.1433 0.8653
53 H -7.0707 -4.3216 -1.0469
54 H -6.9770 -8.4144 -2.8006
55 H -5.4567 -8.4749 -1.8452
56 H -7.0408 -8.7960 -1.0462
57 H -5.4374 -8.0575 0.4217
58 H -4.1378 -6.8211 2.1092

Forces on atoms 1 to 6 (eV/Å):
0.36 -0.01 0.15
0.29 -0.11 0.00
-0.62 0.45 -0.03
-0.22 0.93 1.41
0.63 -1.35 -0.61
2.01 1.43 -0.88

The following is a DFT calculation (ωB97M-V/def2-TZVPD) of a structure of composition C24H27HgNOSi.

Calculated values
charge = 0
electronic energy = -40911.18769 eV
molecular weight = 574.16 g mol⁻¹
LUMO energy = -1.022 eV
HOMO energy = -5.28 eV
gap between HOMO and LUMO = 4.25 eV
relative energy (zero: lowest compared OMol25 entry of this formula, charge and spin) = 0.0105 eV
spin multiplicity = 1

Atoms and positions in Å:
1 C 0.7367 -3.2061 0.6600
2 C 0.9901 -3.2698 -0.7412
3 C 2.2302 -2.6195 -0.9955
4 H 0.3426 -3.7189 -1.4904
5 C 2.7474 -2.1562 0.2501
6 C 1.8191 -2.5112 1.2725
7 H 1.9193 -2.3006 2.3349
8 H -0.1369 -3.6064 1.1697
9 H 2.7013 -2.5035 -1.9690
10 H 3.6846 -1.6230 0.3898
11 Hg 1.8852 3.2888 0.8588
12 C 0.1742 1.2754 -0.2258
13 H 1.1497 1.0922 -0.6902
14 H 0.1787 1.1530 0.8627
15 H -0.2672 2.2254 -0.5518
16 Si -1.0969 -0.3413 -0.8604
17 C -2.8392 0.2844 -0.6175
18 C -3.8676 -0.6735 -0.5120
19 H -3.6382 -1.7361 -0.6399
20 C -5.1763 -0.2731 -0.2238
21 H -5.9597 -1.0240 -0.1177
22 C -5.4852 1.0845 -0.0651
23 H -6.5072 1.3934 0.1727
24 C -4.4715 2.0371 -0.2188
25 H -4.7075 3.0985 -0.1273
26 C -3.1503 1.6444 -0.4795
27 H -2.3653 2.4000 -0.5687
28 C -0.7080 -0.4357 -2.6775
29 C -1.7312 -0.7058 -3.6025
30 H -2.7772 -0.6811 -3.2829
31 C -1.4063 -1.0418 -4.9236
32 H -2.2038 -1.2816 -5.6291
33 C -0.0688 -1.0862 -5.3385
34 H 0.1812 -1.3772 -6.3626
35 C 0.9454 -0.7687 -4.4262
36 H 1.9920 -0.8031 -4.7368
37 C 0.6291 -0.4209 -3.1080
38 H 1.4310 -0.1679 -2.4081
39 H 1.5868 4.5408 -0.2019
40 H -1.3258 -1.7657 -0.6122
41 O -0.2993 2.1889 2.8649
42 C 0.7387 2.3852 3.8327
43 C 1.8937 1.5086 3.4671
44 C 2.2473 0.4357 4.2790
45 C 3.3397 -0.3475 3.9276
46 C 4.0359 -0.0365 2.7581
47 C 3.5671 0.9768 1.9338
48 N 2.5054 1.7432 2.2949
49 H -1.1409 2.5011 3.2473
50 H 1.0490 3.4437 3.8446
51 H 0.3761 2.0791 4.8201
52 H 1.6414 0.2715 5.1705
53 H 3.6447 -1.1848 4.5536
54 H 4.9292 -0.5871 2.4656
55 H 4.0371 1.2034 0.9734

Forces on atoms 1 to 6 (eV/Å):
0.64 0.29 -0.34
0.51 0.38 0.59
-0.34 -0.03 0.65
0.13 0.05 0.13
-0.59 -0.02 -0.24
-0.31 -0.07 -0.60